{
  "formula": "C4H8Br2N3",
  "method": "the ωB97M-V functional and the def2-TZVPD basis",
  "fmax_ha_per_bohr": 0.08794,
  "e_tot_ha": -5469.0735,
  "charge": 1,
  "multiplicity": 1,
  "e_above_lowest_kj_mol": 451.0,
  "gap_ev": [7.5, 8.4],
  "symbols": ["C", "C", "C", "C", "N", "N", "N", "Br", "Br", "H", "H", "H", "H", "H", "H", "H", "H"],
  "xyz": [[-0.2879, 1.1877, -2.2551], [-0.4002, 0.0033, -1.7291], [1.3070, -2.0836, 0.3956], [-1.1961, 0.3520, 1.1982], [2.3402, -1.3991, -0.0448], [0.1829, -1.5387, 0.7465], [-0.0391, -0.1902, 0.6032], [-0.2363, -1.7569, -2.3200], [1.4341, -4.0701, 0.6042], [-0.2087, 1.3320, -3.2841], [-0.3665, 2.0729, -1.6366], [-1.9677, -0.3357, 0.8908], [-0.8594, 0.3917, 2.2734], [-1.2625, 1.2418, 0.6376], [3.2710, -1.6211, 0.1399], [-0.4012, -2.2229, 1.1914], [2.0855, -0.4986, -0.4830]],
  "forces_ev_per_angstrom": [[-0.44, -0.08, 1.69], [0.84, -1.35, 1.55], [1.87, -2.02, 0.39], [0.84, -1.88, 0.77], [-2.45, 1.29, -0.97], [-0.77, 0.66, 0.19], [2.98, -1.12, -3.22], [-0.28, 0.76, -0.08], [-0.06, 2.39, -0.06], [0.06, 0.14, -1.70], [0.15, 0.03, 0.11], [-1.27, 0.16, 0.92], [-1.45, 0.52, -0.69], [-0.68, 1.56, 0.35], [1.54, -0.76, -0.06], [-1.41, 0.09, 0.09], [0.54, -0.40, 0.70]]
}

=====

{
  "formula": "C3H9NS",
  "method": "the ωB97M-V functional and the def2-TZVPD basis",
  "fmax_ha_per_bohr": 0.10459,
  "e_tot_ha": -572.3376,
  "multiplicity": 1,
  "e_above_lowest_kj_mol": 794.1,
  "gap_ev": 8.7,
  "symbols": ["C", "C", "C", "H", "H", "H", "H", "H", "H", "H", "H", "H", "N", "S"],
  "xyz": [[2.5870, -0.0265, 0.3547], [-0.1871, 0.7016, -0.4281], [-1.7375, 0.2550, -0.5313], [3.0907, 0.5771, -0.4627], [1.9916, 0.6577, 1.3516], [3.4444, -0.9892, 1.0257], [-0.2688, 0.8627, 0.6968], [-0.1399, 1.6680, -0.8052], [-2.3588, 1.0941, -0.3039], [-2.2168, -0.3736, -1.3790], [-1.4095, -1.0564, 1.5346], [-1.7800, -1.8340, -0.7127], [-2.0121, -0.8251, 0.5084], [0.9967, -0.7113, -0.8489]],
  "forces_ev_per_angstrom": [[-1.04, -0.76, 2.37], [-2.62, -2.72, 2.00], [1.14, -2.56, 0.64], [-0.19, -0.60, 1.76], [2.11, -2.11, -3.50], [-3.05, 3.01, -2.63], [0.97, -0.34, -1.14], [1.10, 1.50, -1.50], [-0.21, 0.89, 0.13], [1.32, 2.43, 0.44], [-1.35, 1.19, -4.50], [-0.20, 1.81, 5.06], [0.86, -3.96, -1.35], [1.15, 2.22, 2.21]]
}

=====

{
  "formula": "C4H7NP",
  "method": "the ωB97M-V functional and the def2-TZVPD basis",
  "fmax_ha_per_bohr": 0.09381,
  "e_tot_ha": -552.3914,
  "smiles": "C1=[NH+]CCP=C1",
  "charge": 1,
  "multiplicity": 1,
  "e_above_lowest_kj_mol": 0.0,
  "gap_ev": 7.9,
  "symbols": ["C", "N", "C", "C", "P", "C", "H", "H", "H", "H", "H", "H", "H"],
  "xyz": [[0.2382, 1.4491, 0.0657], [1.1961, 0.5472, -0.0284], [0.8143, -0.9219, 0.1098], [-0.6857, -1.3480, -0.1086], [-2.2556, -0.1329, -0.0164], [-1.2287, 1.3403, -0.0529], [0.4053, 2.5672, -0.0368], [2.1447, 0.8350, 0.0614], [1.2578, -1.1909, 1.1310], [1.4190, -1.3951, -0.6242], [-0.8504, -1.9119, -1.0718], [-0.7752, -2.1031, 0.7016], [-1.6797, 2.2651, -0.1306]],
  "forces_ev_per_angstrom": [[-0.86, 1.31, -1.93], [-4.00, 0.20, 0.79], [0.62, 1.09, 1.09], [-0.46, -0.28, 0.64], [4.49, 1.72, -0.21], [0.14, -4.77, 0.73], [1.13, -1.56, 0.57], [0.77, 0.10, -0.04], [-1.08, 0.10, -1.33], [0.46, -0.67, -0.57], [0.40, 0.71, 0.86], [-0.58, 0.30, -0.62], [-1.02, 1.77, 0.02]]
}

=====

{
  "formula": "C17H26F6IrN2P2Se2SiTe2",
  "method": "the ωB97M-V functional and the def2-TZVPD basis",
  "fmax_ha_per_bohr": 0.02009,
  "e_tot_ha": -7787.7652,
  "multiplicity": 6,
  "s_squared": 8.771,
  "gap_ev": [6.9, 5.2],
  "symbols": ["Ir", "Se", "Te", "Te", "Se", "C", "C", "C", "C", "C", "C", "N", "N", "Si", "C", "C", "C", "H", "H", "H", "H", "H", "H", "H", "H", "H", "H", "H", "H", "H", "H", "H", "C", "P", "C", "C", "C", "C", "C", "C", "C", "H", "H", "H", "H", "H", "H", "H", "H", "H", "H", "H", "F", "P", "F", "F", "F", "F", "F"],
  "xyz": [[-0.6530, -0.4265, -0.6365], [-3.6764, 1.7133, -0.2610], [-4.3123, 0.1462, -1.9767], [-2.3724, -1.8055, -2.1319], [-1.9529, -1.1334, -4.4091], [2.9124, -2.1179, -0.5603], [2.7721, -0.6314, -0.6472], [3.8612, 0.2198, -0.5449], [3.6552, 1.5959, -0.6427], [2.4015, 2.0935, -0.9148], [1.3397, 1.1871, -1.0784], [1.5524, -0.1382, -0.8794], [0.0572, 1.4863, -1.3898], [-0.3798, 2.8889, -2.3341], [-0.7641, 4.3486, -1.1917], [1.0031, 3.2065, -3.5964], [-1.9221, 2.6467, -3.3994], [3.9067, -2.4010, -0.2235], [2.7331, -2.5557, -1.5434], [2.1628, -2.5426, 0.1068], [4.8511, -0.1785, -0.3784], [4.4871, 2.2756, -0.5081], [2.2074, 3.1539, -0.9697], [0.0825, 4.6377, -0.5681], [-1.5980, 4.0886, -0.5379], [-1.0580, 5.2140, -1.7890], [1.8995, 3.6500, -3.1665], [0.6454, 3.8754, -4.3801], [1.2936, 2.2663, -4.0691], [-2.8414, 2.8000, -2.8378], [-1.9579, 1.6664, -3.8784], [-1.9054, 3.3919, -4.1973], [-0.7612, -2.7251, 2.0155], [-1.2075, -1.0000, 1.6064], [-2.9912, -1.0543, 2.0079], [-0.4899, -0.1224, 3.0312], [-1.2207, 0.7878, 3.7877], [-0.6632, 1.3412, 4.9310], [0.6264, 1.0062, 5.3143], [1.3805, 0.1471, 4.5265], [0.8277, -0.4085, 3.3855], [0.2611, -2.9561, 1.7231], [-1.4154, -3.4014, 1.4690], [-0.8818, -2.8916, 3.0862], [-3.1261, -1.3918, 3.0358], [-3.4730, -1.7617, 1.3315], [-3.4487, -0.0765, 1.8747], [-2.2251, 1.0600, 3.4916], [-1.2457, 2.0296, 5.5287], [1.0481, 1.4208, 6.2200], [2.3956, -0.1004, 4.8068], [1.4151, -1.0813, 2.7718], [0.1842, -3.3371, -1.1068], [-0.4422, -4.8238, -1.4947], [0.1910, -5.4035, -0.1449], [-1.1219, -6.2105, -1.8476], [-1.1225, -4.1416, -2.8435], [-1.7990, -4.3841, -0.6495], [0.8748, -5.1431, -2.3237]],
  "forces_ev_per_angstrom": [[0.40, 0.91, 0.28], [0.06, -0.34, -0.26], [-0.39, 0.33, 0.35], [-0.27, -0.16, 0.75], [0.33, 0.12, -0.90], [-0.07, 0.05, 0.02], [0.34, -0.12, 0.13], [-0.07, 0.06, 0.02], [-0.09, -0.08, -0.09], [0.00, -0.04, 0.13], [0.53, 0.21, -0.05], [-0.42, 0.04, -0.07], [-0.54, -0.72, 0.07], [-0.27, 0.29, -0.23], [0.27, -0.21, -0.41], [-0.15, 0.09, 0.41], [0.22, -0.04, 0.26], [0.02, 0.02, 0.01], [-0.03, -0.06, 0.04], [0.01, -0.02, -0.01], [-0.02, -0.07, 0.03], [0.01, 0.01, -0.02], [0.05, 0.02, -0.01], [0.02, 0.00, 0.03], [-0.01, -0.03, 0.01], [-0.03, 0.07, 0.03], [0.04, 0.01, -0.03], [-0.06, 0.03, 0.00], [-0.02, -0.05, 0.01], [-0.03, -0.04, -0.01], [-0.02, -0.05, 0.02], [0.07, 0.05, -0.01], [0.08, 0.03, -0.14], [-0.35, -0.71, 0.08], [0.17, 0.18, -0.07], [0.14, 0.23, -0.36], [0.04, -0.07, -0.05], [-0.04, 0.04, 0.05], [0.01, 0.03, -0.05], [0.02, -0.02, 0.01], [-0.04, -0.01, -0.02], [0.01, -0.01, -0.03], [0.03, -0.02, -0.14], [-0.01, 0.07, 0.01], [0.03, -0.02, 0.00], [0.01, 0.02, -0.03], [-0.05, -0.05, 0.01], [-0.04, -0.01, 0.06], [0.00, 0.02, 0.01], [0.01, 0.03, 0.00], [0.01, 0.01, 0.00], [0.04, -0.03, 0.04], [-0.23, -0.02, -0.18], [-0.26, 0.42, 0.41], [0.07, -0.11, 0.07], [0.06, -0.16, -0.14], [0.20, -0.04, 0.28], [0.15, 0.05, -0.21], [0.06, -0.13, -0.10]]
}

=====

> multiplicity of number 4 (C17H26F6IrN2P2Se2SiTe2)?

6

=====

> Look up the multiplicity of the second one.

1

=====

> Look up the multiplicity of the third one.

1

=====

Please write out number 2 again, unchanged.
{
  "formula": "C3H9NS",
  "method": "the ωB97M-V functional and the def2-TZVPD basis",
  "fmax_ha_per_bohr": 0.10459,
  "e_tot_ha": -572.3376,
  "multiplicity": 1,
  "e_above_lowest_kj_mol": 794.1,
  "gap_ev": 8.7,
  "symbols": ["C", "C", "C", "H", "H", "H", "H", "H", "H", "H", "H", "H", "N", "S"],
  "xyz": [[2.5870, -0.0265, 0.3547], [-0.1871, 0.7016, -0.4281], [-1.7375, 0.2550, -0.5313], [3.0907, 0.5771, -0.4627], [1.9916, 0.6577, 1.3516], [3.4444, -0.9892, 1.0257], [-0.2688, 0.8627, 0.6968], [-0.1399, 1.6680, -0.8052], [-2.3588, 1.0941, -0.3039], [-2.2168, -0.3736, -1.3790], [-1.4095, -1.0564, 1.5346], [-1.7800, -1.8340, -0.7127], [-2.0121, -0.8251, 0.5084], [0.9967, -0.7113, -0.8489]],
  "forces_ev_per_angstrom": [[-1.04, -0.76, 2.37], [-2.62, -2.72, 2.00], [1.14, -2.56, 0.64], [-0.19, -0.60, 1.76], [2.11, -2.11, -3.50], [-3.05, 3.01, -2.63], [0.97, -0.34, -1.14], [1.10, 1.50, -1.50], [-0.21, 0.89, 0.13], [1.32, 2.43, 0.44], [-1.35, 1.19, -4.50], [-0.20, 1.81, 5.06], [0.86, -3.96, -1.35], [1.15, 2.22, 2.21]]
}